Entry 1:
ORCA calculation (ωB97M-V/def2-TZVPD) on 3 unconnected molecules or ions with the total composition C14H21Br4FNO3S at a distorted geometry.

Atoms and positions in Å:
O -1.18803 -0.85870 3.99930
C -1.18699 0.33273 3.87563
C -0.01650 1.06630 4.52347
C 1.29616 0.67520 3.80434
S 1.81726 -0.97346 4.25978
F 2.21481 -0.95479 5.76861
C 3.33772 -1.24220 3.29103
O 2.92424 -2.05541 2.24798
O 3.82492 -1.70303 1.20183
N -2.25138 0.96822 3.17418
C -1.78758 1.72683 2.03034
C -2.22381 1.31108 0.77862
C -1.84751 1.97350 -0.37722
C -1.02934 3.10235 -0.31838
C -0.59800 3.52022 0.93126
C -0.96146 2.84608 2.09029
H -0.11288 2.14227 4.61467
H 0.04171 0.68947 5.54938
H 2.07396 1.40137 4.04430
H 1.08261 0.63753 2.72915
H 4.09342 -1.70589 3.93545
H 3.70077 -0.27258 2.93994
H 3.62991 -2.32528 0.48282
H -2.84261 1.51099 3.79651
H -2.88693 0.45995 0.68412
H -2.22953 1.63733 -1.32848
H -0.77716 3.62405 -1.23046
H 0.02591 4.40589 0.96739
H -0.61341 3.23971 3.03606
Br 0.34888 0.64818 -1.39581
C 0.33453 -0.81159 -2.69450
C -0.15252 -2.09040 -2.06983
Br 1.22269 -2.91339 -0.95488
H 1.33925 -0.89034 -3.09804
H -0.34226 -0.48427 -3.48029
H -0.37646 -2.82883 -2.83537
H -1.02515 -1.95089 -1.43932
Br -2.45306 -2.24988 -4.98184
C -1.82798 -1.97422 -6.80565
C -0.35642 -1.66477 -6.84298
Br -0.00128 0.17006 -6.29730
H -2.43771 -1.18408 -7.23111
H -2.03555 -2.90844 -7.32255
H 0.02388 -1.73937 -7.85926
H 0.22889 -2.30747 -6.19315

Results
Total charge   +1
LUMO energy   -4.19 eV
E   -11620.21728 a.u.
2S+1   1
Frontier orbital gap   7.2 eV

=====

Entry 2:
ORCA calculation (ωB97M-V/def2-TZVPD) on a molecular structure, C14H21ClO4TeTl.

Atoms and positions in Å:
Tl -0.01617 -0.58621 0.83921
C 3.45383 0.66392 -1.30715
C 3.08234 -0.79745 -1.06332
C 4.01459 -1.41407 -0.02219
O 1.75399 -0.94908 -0.68824
H 4.46013 0.75665 -1.72848
H 3.41871 1.22472 -0.37000
H 2.74163 1.12124 -1.99717
H 3.25744 -1.33630 -2.01512
H 3.88305 -0.89808 0.93481
H 5.06612 -1.33770 -0.31874
H 3.76284 -2.46644 0.12150
C 4.16577 2.44636 2.86836
C 2.91389 2.63951 3.68059
C 2.84615 2.23956 5.01086
C 1.67787 2.41649 5.73264
Cl 1.62194 1.90113 7.40526
C 0.55970 2.99222 5.15739
C 0.61887 3.40266 3.83285
C 1.78650 3.22663 3.10335
O 1.88052 3.66264 1.80880
C 1.31322 2.77631 0.84385
C -0.22409 2.74898 0.76914
O -0.86330 3.69472 1.22968
O -0.67452 1.68769 0.22643
H 4.99399 2.13387 3.50464
H 4.43910 3.36684 2.35229
H 4.02078 1.68402 2.10001
H 3.70732 1.78482 5.48541
H -0.34524 3.12007 5.73644
H -0.23120 3.85209 3.33461
H 1.68857 1.76136 1.00299
H 1.67771 3.11869 -0.12421
C -1.48163 -3.05966 -3.36497
Te 0.07496 -2.25931 -2.06510
C 0.28904 -0.59179 -3.36627
H -1.05749 -3.42355 -4.30197
H -2.22972 -2.29481 -3.57918
H -1.97060 -3.89102 -2.85336
H -0.69831 -0.28109 -3.70321
H 0.91454 -0.85364 -4.21709
H 0.75424 0.19920 -2.78194

Results
Total charge   -1
LUMO energy   2.36 eV
E   -1747.78126 a.u.
2S+1   1
Frontier orbital gap   7.1 eV

=====

Entry 3:
ORCA calculation (ωB97M-V/def2-TZVPD) on 7 unconnected molecules or ions with the total composition C14H21N7 at a distorted geometry.

Atoms and positions in Å:
C 4.07679 6.24673 -3.23638
C 3.52566 4.89914 -3.56384
N 3.16377 3.86876 -3.76630
H 3.27996 6.96945 -3.06081
H 4.81371 6.49711 -3.99951
H 4.57901 6.13396 -2.27556
C 6.40396 -3.28978 -1.32379
C 6.66674 -4.67382 -0.98126
N 6.80283 -5.77708 -0.75944
H 6.91068 -2.64801 -0.60305
H 5.34589 -3.02909 -1.34887
H 6.76036 -3.12802 -2.34109
C 0.50016 -4.10926 8.26321
C 0.56985 -5.15774 9.28802
N 0.66708 -6.03597 10.08355
H 0.73742 -3.18973 8.79824
H -0.48718 -4.08041 7.80230
H 1.19463 -4.47411 7.50645
C -1.15320 -0.38886 -0.82854
C -1.17038 -0.63578 0.58865
N -1.14854 -0.83588 1.76338
H -0.92169 0.63006 -1.13892
H -2.08972 -0.59112 -1.34825
H -0.36595 -1.00397 -1.26440
C -5.79983 4.41315 -4.47881
C -7.16780 4.56457 -4.91658
N -8.22391 4.59194 -5.31091
H -5.42545 5.42731 -4.61811
H -5.23385 3.76076 -5.14377
H -5.55955 4.04889 -3.47997
C -8.84558 -3.23866 -2.49986
C -7.84955 -2.44495 -3.24476
N -7.09961 -1.80974 -3.82094
H -8.75221 -3.18906 -1.41500
H -8.60840 -4.26909 -2.76454
H -9.84803 -3.11459 -2.90950
C 4.63334 1.31544 4.05350
C 5.58480 1.86592 3.00791
N 6.26106 2.30189 2.24051
H 3.57711 1.31490 3.78428
H 4.69327 1.94023 4.94466
H 5.00234 0.32452 4.31808

Results
SMILES   CC#N.CC#N.CC#N.CC#N.CC#N.CC#N.CC#N
LUMO energy   0.26 eV
E   -929.22579 a.u.
ΔE to the lowest compared entry with this formula, charge and spin   169.3 kJ/mol
2S+1   1
Frontier orbital gap   11.8 eV

=====

Entry 4:
ORCA calculation (ωB97M-V/def2-TZVPD) on C14H22BrNO in the gas phase.

Atoms and positions in Å:
C 5.66489 -1.35955 -2.83130
C 5.30511 -0.10802 -2.01964
N 3.90088 0.19840 -1.85897
C 3.21029 0.70414 -3.02942
C 2.53036 -0.31905 -3.94920
C 3.16450 -0.74417 -1.04563
C 1.93408 -0.09497 -0.40928
C 1.29576 -1.03156 0.61697
O 0.13076 -0.48751 1.19649
C -1.02473 -0.44814 0.49016
C -1.25615 -1.01105 -0.75936
C -2.50166 -0.90938 -1.35765
C -3.55315 -0.24901 -0.74136
C -4.90333 -0.15205 -1.38271
C -3.33095 0.31351 0.51125
C -2.09246 0.21243 1.10542
Br -1.78668 0.98078 2.81502
H 6.73640 -1.53419 -2.77130
H 5.15241 -2.23420 -2.43770
H 5.40005 -1.23631 -3.87810
H 5.72365 -0.21272 -1.01317
H 5.77819 0.76326 -2.48180
H 3.94021 1.27175 -3.61057
H 2.44883 1.41349 -2.68445
H 2.14084 0.19532 -4.82447
H 1.69769 -0.80555 -3.44721
H 3.22706 -1.08336 -4.28120
H 3.83237 -1.07362 -0.24449
H 2.85051 -1.64413 -1.60210
H 1.19854 0.15650 -1.17460
H 2.23181 0.83055 0.08492
H 1.08296 -2.01172 0.16991
H 1.97428 -1.18115 1.46116
H -0.46999 -1.53822 -1.27608
H -2.64964 -1.35638 -2.32982
H -5.32964 0.83776 -1.23419
H -5.58277 -0.87897 -0.93688
H -4.84097 -0.35336 -2.44906
H -4.12639 0.83297 1.02386

Results
SMILES   CCN(CC)CCCOc1ccc(C)cc1Br
LUMO energy   0.81 eV
E   -3250.64794 a.u.
ΔE to the lowest compared entry with this formula, charge and spin   12.8 kJ/mol
2S+1   1
Frontier orbital gap   9.0 eV

=====

Entry 5:
ORCA calculation (ωB97M-V/def2-TZVPD) on a molecular structure, C14H22ClNTc at a distorted geometry.

Atoms and positions in Å:
C 0.12997 0.49353 -3.29295
C 1.53665 1.06245 -3.52251
C -0.11310 -0.89939 -3.87525
C -1.00412 1.50045 -3.52961
Cl 0.08664 0.06663 -1.54323
H -0.12110 -0.98432 -4.95927
H -1.08490 -1.23391 -3.48918
H 0.68182 -1.54500 -3.47904
H 1.80720 1.28931 -4.55959
H 2.24590 0.31911 -3.14178
H 1.62110 1.98909 -2.94232
H -1.17913 1.79909 -4.57200
H -0.77567 2.40725 -2.95682
H -1.92401 1.04114 -3.15096
C 1.19426 -0.76579 3.13461
C 0.71060 -2.01236 2.55372
C 1.37352 -2.20773 1.30886
H 0.13686 -2.76552 3.06754
C 2.26092 -1.12651 1.07759
C 2.13710 -0.21236 2.17800
H 2.73823 0.66874 2.39107
H 1.02693 -0.43855 4.15675
H 1.17324 -3.05186 0.65349
H 2.86067 -1.00224 0.17409
C -1.71063 0.79644 2.80571
C -1.53118 -0.56504 3.24796
C -1.98620 -1.43853 2.20785
H -1.25308 -0.86169 4.24853
C -2.36529 -0.64596 1.08533
C -2.17945 0.73665 1.43165
H -2.39423 1.55613 0.75530
H -1.56966 1.66146 3.46077
H -2.06469 -2.52518 2.24311
H -2.67930 -1.04290 0.13363
Tc -0.17852 -0.27116 1.70440
N 0.50399 1.76303 1.29098
H 0.56200 2.31562 2.14486
H 1.44939 1.83708 0.87575
H -0.12272 2.29280 0.68293

Results
Total charge   +2
LUMO energy (alpha / beta)   -7.73 / -9.60 eV
E   -1141.71872 a.u.
2S+1   4
Frontier orbital gap (alpha / beta)   7.0 / 7.2 eV
⟨S²⟩   3.77

=====

Entry 6:
ORCA calculation (ωB97M-V/def2-TZVPD) on 2 unconnected molecules or ions with the total composition C14H22F4O6.

Atoms and positions in Å:
C -4.06924 2.71328 1.21046
C -2.73849 3.33306 0.74348
C -1.56629 2.37353 0.47190
C -1.89522 1.03954 -0.21666
C -2.04970 -0.23151 0.66707
C -3.06974 -1.14902 -0.02015
F -3.23318 -2.31085 0.61797
F -4.27847 -0.57234 -0.07772
F -2.70809 -1.43022 -1.26411
C -0.69849 -0.99156 0.65906
O 0.04573 -1.11647 -0.25966
O -0.41261 -1.48455 1.89144
C -1.38655 -1.14682 2.85353
C -0.74914 -0.71157 4.15089
F -2.11265 -2.28326 3.09368
C -2.30103 -0.08486 2.17859
O -3.60855 -0.17062 2.67130
H -4.88508 2.98049 0.53755
H -4.34513 3.06478 2.20540
H -4.04293 1.62701 1.26387
H -2.40343 4.03699 1.51005
H -2.91453 3.93966 -0.14691
H -0.98439 2.21706 1.38501
H -0.88185 2.89779 -0.19969
H -1.07838 0.81045 -0.90014
H -2.78155 1.16614 -0.84122
H -0.69546 -1.55724 4.83471
H -1.33720 0.07885 4.61632
H 0.26344 -0.35289 3.96911
H -1.93618 0.87914 2.53152
H -4.02392 -0.98472 2.36277
C 2.99404 -1.54075 -1.14325
C 3.62625 -2.49024 -2.13560
O 3.96451 -1.83339 -3.37280
C 5.07240 -1.10000 -3.34618
O 5.81957 -0.96210 -2.41105
O 5.21730 -0.52055 -4.54147
C 6.35250 0.34226 -4.64567
H 2.13131 -1.04818 -1.58788
H 2.66365 -2.08815 -0.26183
H 3.71032 -0.77983 -0.83327
H 2.92278 -3.26733 -2.42855
H 4.51772 -2.96906 -1.73080
H 7.26306 -0.18097 -4.36176
H 6.22378 1.21768 -4.01083
H 6.39914 0.64133 -5.68846

Results
SMILES   CCCC[C@@]1(C(F)(F)F)C(=O)O[C@](C)(F)[C@@H]1O.CCOC(=O)OC
LUMO energy   0.62 eV
E   -1397.60886 a.u.
2S+1   1
Frontier orbital gap   11.3 eV